Here is a molecular structure, C19H17EuN4O5S2Se from the Open Molecules 2025 dataset. Energies are from the ωB97M-V functional and the def2-TZVPD basis.

* multiplicity: 8
* max |F|: 2.53 eV/A
* net charge: -1
* HOMO (alpha / beta): -4.8 / -4.9 eV
* calculated total energy: -142527.5009 eV
* frontier orbital gap (alpha / beta): 5.972 / 6.081 eV

The geometry in XYZ format:
```
49
Properties=species:S:1:pos:R:3:forces:R:3
O 2.1390 0.0637 2.2466 -1.1 0.3 0.4
C -3.2725 -1.7570 -2.7526 -0.8 -1.4 -0.9
H -0.8670 -2.5989 3.1444 0.3 0.3 -0.5
C 4.1426 2.8894 -2.9636 -0.5 0.8 -0.7
H -0.7862 -3.5759 0.9553 0.1 0.1 -0.2
H -1.0486 -2.0461 0.0900 0.2 -0.1 0.4
H -2.2492 -2.1309 2.2312 0.2 0.2 -0.2
C -2.0823 0.2774 2.7210 0.9 0.1 -1.1
O -2.3402 2.6165 2.5793 -1.3 1.0 0.5
N -0.8793 -0.5538 2.5384 -0.2 0.3 0.2
H -4.9183 -2.5347 -3.9598 0.4 0.2 1.3
C 5.9961 3.0777 -1.4384 0.8 0.9 0.0
C 5.4042 3.3925 -2.6130 1.8 -0.6 -0.9
H 1.3007 -2.4269 1.6770 -0.1 -0.1 -0.1
C 5.2629 2.3113 -0.4983 -0.9 -0.3 -0.5
O 0.8263 -2.2850 0.8299 0.6 0.2 0.1
H 0.1803 0.8932 3.6704 -0.3 -0.7 -0.1
H 7.0262 3.4045 -1.2094 -0.7 -0.3 -0.1
C 3.9106 1.8659 -0.8387 0.8 0.0 -0.3
C 0.1109 -0.2105 3.5810 1.1 -0.6 -0.6
C -1.8282 1.6518 2.0451 1.0 0.0 1.0
C -1.1634 -1.9609 2.2788 0.2 -0.6 0.8
Se 4.4709 0.8482 1.3708 0.3 -0.2 0.6
O -0.9578 1.7076 1.1396 0.9 -0.8 -1.5
C 3.3783 2.2118 -2.1186 -1.7 -1.5 1.1
H -2.8825 -0.2332 2.2106 -0.5 0.0 -0.1
C -2.8494 -0.9231 -1.7576 0.5 1.1 0.5
S 0.7635 -1.0790 -3.1550 0.3 0.1 0.3
H -6.6186 -1.4988 -2.3384 0.2 0.0 -0.5
H -2.3514 0.4742 3.7603 0.0 -0.2 0.1
C -5.1367 -0.4754 -1.2159 -0.5 -0.4 -0.4
C 1.5332 -0.7015 3.0929 0.4 0.5 -0.7
O 2.0037 -1.8065 3.3677 -0.8 -0.6 0.7
H 2.3791 1.8012 -2.3620 0.7 0.4 -0.1
C -0.5580 -2.4992 0.9699 -1.1 -0.6 0.5
N 3.3407 1.0417 0.0254 0.0 0.7 -0.3
C -4.6109 -2.0236 -3.0067 -0.9 0.5 -1.1
H 6.0119 3.7518 -3.4557 -0.2 0.5 0.7
C -3.8089 -0.2976 -0.9758 0.9 0.6 0.7
Eu 0.8117 0.1375 0.1660 -1.1 0.6 -0.1
S -1.9554 -2.3606 -3.6493 1.2 0.5 -0.3
C -0.8701 -1.2270 -2.7462 -0.4 -0.2 0.6
N -1.4895 -0.6165 -1.7451 0.2 -0.6 -0.5
H -5.8676 0.0836 -0.6497 -0.1 -0.1 0.1
H 3.7792 3.1101 -3.9416 -0.3 0.1 -0.6
H -0.1401 -0.6813 4.5444 0.1 0.1 -0.1
C -5.5455 -1.3323 -2.2506 -0.5 -0.3 0.6
H -3.4312 0.3729 -0.2213 -0.1 0.3 0.2
N 5.7369 1.8519 0.6269 -0.1 -0.4 0.8
```
Forces are in eV/Å.

These are the Löwdin partial charges, in e, on atoms 1 to 5: -0.3482 -0.5595 0.1316 -0.1041 0.1232